(1)
Below is 2 unconnected molecules or ions with the total composition C19H15F3NO6S2 in a non-equilibrium geometry, with properties calculated with wB97M-V/def2-TZVPD.

```
! RIJCOSX wB97M-V def2-TZVPD def2/J DEFGRID3
* xyz -1 1
C -2.92 5.04 -3.29
C -1.66 4.26 -3.54
O -1.37 3.44 -2.41
C -0.17 2.78 -2.59
C 0.27 2.18 -1.35
C 1.64 1.85 -1.23
C 2.18 1.57 0.16
C 1.49 1.84 1.35
C 2.06 1.55 2.60
C 3.34 0.99 2.67
C 4.07 0.77 1.49
C 3.50 1.08 0.25
O 2.43 1.83 -2.18
O 0.37 2.79 -3.68
H -3.21 5.49 -4.24
H -3.75 4.43 -2.92
H -2.75 5.86 -2.58
H -1.79 3.64 -4.44
H -0.83 4.96 -3.71
H -0.42 2.22 -0.52
H 0.49 2.29 1.30
H 1.50 1.79 3.50
H 3.78 0.75 3.64
H 5.08 0.37 1.52
H 4.07 0.94 -0.67
F -3.48 0.76 -1.23
C -2.81 -0.43 -1.22
F -3.59 -1.36 -0.62
F -2.62 -0.81 -2.52
S -1.22 -0.19 -0.38
N -0.98 -1.79 0.30
C -1.61 -2.24 1.49
O -2.47 -1.63 2.11
C -0.99 -3.54 1.82
C 0.19 -3.78 1.14
C 1.00 -4.87 1.45
C 0.57 -5.76 2.45
C -0.63 -5.54 3.14
C -1.40 -4.41 2.84
S 0.58 -2.48 0.00
O 0.68 -2.94 -1.35
O 1.58 -1.59 0.54
H 1.94 -5.03 0.93
H 1.17 -6.64 2.71
H -0.96 -6.25 3.90
H -2.33 -4.18 3.35
*
```

Results
Gap between HOMO and LUMO in eV: 5.1
LUMO energy in eV: 1.53

Atom charges from the natural (NBO) analysis, given in e for atoms 1 to 2:
1. C -0.618
2. C -0.067


(2)
Below is a molecular structure, C19H15MoN9O4S5 in a non-equilibrium geometry, with properties calculated with wB97M-V/def2-TZVPD.

```
! RIJCOSX wB97M-V def2-TZVPD def2/J DEFGRID3
* xyz 0 3
Mo -0.09 -0.47 0.14
N 1.77 0.86 -0.04
N 2.97 0.19 0.22
C 2.96 -1.11 0.55
N 4.09 -1.61 1.03
N 1.80 -1.76 0.35
N 1.77 -3.15 0.62
O 0.70 -3.66 0.70
O 2.84 -3.77 0.72
H 1.86 1.36 -0.92
H 1.57 1.60 0.72
H 3.74 0.76 0.53
H 4.88 -1.02 1.19
H 4.12 -2.60 1.20
S -3.51 -3.70 0.39
C -2.32 -2.60 0.30
S -1.67 -1.69 1.61
S -1.40 -2.20 -1.11
S 1.48 3.05 1.68
C 0.59 2.53 3.05
C 0.10 3.59 3.89
N -0.29 4.47 4.53
C 0.27 1.25 3.42
S 0.75 -0.18 2.55
C -0.47 1.04 4.62
N -1.08 0.86 5.59
O -3.93 5.12 4.20
C -4.25 4.87 2.94
O -5.16 5.44 2.39
C -3.45 3.83 2.20
C -2.82 4.19 1.02
C -2.17 3.23 0.27
C -2.17 1.89 0.67
C -2.79 1.53 1.86
C -3.42 2.50 2.62
N -1.54 0.92 -0.21
C -1.88 1.06 -1.46
C -1.01 0.50 -2.46
C -1.19 0.62 -3.83
C -0.23 0.12 -4.68
C 0.91 -0.48 -4.14
C 1.01 -0.58 -2.77
N 0.08 -0.10 -1.94
H -3.10 4.71 4.48
H -2.83 5.22 0.69
H -1.62 3.52 -0.62
H -2.82 0.50 2.17
H -3.90 2.22 3.55
H -2.72 1.69 -1.72
H -2.09 1.09 -4.20
H -0.34 0.19 -5.75
H 1.68 -0.87 -4.78
H 1.85 -1.08 -2.30
*
```

Results
Gap between HOMO and LUMO (spin up / spin down) in eV: 5.4 / 4.8
Relative energy (zero: lowest compared OMol25 entry of this formula, charge and spin) in eV: 1.073
<S²>: 2.050
LUMO energy (spin up / spin down) in eV: -2.33 / -2.91

Atom charges from the natural (NBO) analysis, given in e for atoms 1 to 2:
1. Mo 0.706
2. N -0.668


(3)
Below is C19H15N3O4 in the gas phase in a non-equilibrium geometry, with properties calculated with wB97M-V/def2-TZVPD.

```
! RIJCOSX wB97M-V def2-TZVPD def2/J DEFGRID3
* xyz 0 1
C 1.36 -0.92 3.18
C 1.52 -0.82 1.69
N 2.01 -1.83 1.00
N 2.17 -1.42 -0.30
C 2.63 -2.29 -1.31
O 2.86 -3.47 -1.07
C 2.80 -1.86 -2.73
C 2.12 -2.46 -3.76
C 2.64 -1.90 -4.97
C 3.52 -0.91 -4.61
O 3.69 -0.93 -3.22
C 1.70 -0.11 -0.40
C 1.69 0.77 -1.62
C 1.26 0.29 0.81
C 0.69 1.63 1.19
N -0.75 1.55 1.28
C -1.45 1.44 2.44
O -0.93 1.39 3.53
C -2.85 1.24 2.15
C -3.93 0.98 3.04
C -5.24 0.83 2.51
C -5.40 0.89 1.12
C -4.32 1.15 0.22
C -3.02 1.34 0.79
C -1.65 1.57 0.24
O -1.40 1.82 -0.93
H 0.38 -1.23 3.41
H 1.99 -1.69 3.65
H 1.52 0.06 3.64
H 1.41 -3.31 -3.63
H 2.36 -2.23 -5.98
H 4.13 -0.27 -5.26
H 1.10 1.68 -1.56
H 1.23 0.16 -2.43
H 2.70 1.06 -1.92
H 1.00 2.43 0.53
H 1.13 1.93 2.15
H -3.75 0.86 4.11
H -6.10 0.68 3.16
H -6.38 0.71 0.72
H -4.45 1.15 -0.85
*
```

Results
SMILES: Cc1nn(C(=O)c2ccco2)c(C)c1CN1C(=O)c2ccccc2C1=O
Gap between HOMO and LUMO in eV: 8.6
Relative energy (zero: lowest compared OMol25 entry of this formula, charge and spin) in eV: 0.000
LUMO energy in eV: -0.50

Atom charges from the natural (NBO) analysis, given in e for atoms 1 to 2:
1. C -0.648
2. C 0.200


(4)
Below is a molecular structure, C19H16BrFeI4N2, with properties calculated with wB97M-V/def2-TZVPD.

```
! RIJCOSX wB97M-V def2-TZVPD def2/J DEFGRID3
* xyz 2 6
Fe -0.33 2.20 -0.49
I 2.41 2.45 -1.20
C 2.37 4.58 -1.25
I 0.63 5.35 -0.33
H 2.38 4.88 -2.30
H 3.25 4.95 -0.73
I -1.55 3.15 -2.84
I -4.01 2.20 -2.52
N -0.24 0.30 -0.86
C -0.17 -0.97 -0.88
C -1.37 -1.75 -1.23
C -1.67 -2.92 -0.51
C -2.80 -3.64 -0.83
C -3.62 -3.22 -1.88
C -3.31 -2.08 -2.60
C -2.19 -1.34 -2.27
C 1.13 -1.61 -0.58
C 1.47 -2.80 -1.23
C 2.71 -3.38 -0.99
C 3.60 -2.78 -0.11
C 3.25 -1.60 0.55
C 2.02 -1.02 0.31
H -1.01 -3.25 0.29
H -3.05 -4.54 -0.28
H -4.49 -3.81 -2.14
H -3.93 -1.78 -3.44
H -1.92 -0.46 -2.85
H 0.77 -3.26 -1.92
H 2.98 -4.29 -1.50
H 4.56 -3.24 0.08
H 3.94 -1.16 1.26
H 1.72 -0.13 0.85
Br -2.72 1.85 0.95
C -1.30 2.08 2.19
C -1.49 2.04 3.55
C -0.38 2.24 4.35
C 0.86 2.49 3.76
C 0.95 2.51 2.39
N -0.12 2.31 1.60
H -2.47 1.85 3.97
H -0.48 2.22 5.43
H 1.74 2.66 4.36
H 1.88 2.70 1.88
*
```

Results
Gap between HOMO and LUMO (spin up / spin down) in eV: 6.9 / 6.8
Relative energy (zero: lowest compared OMol25 entry of this formula, charge and spin) in eV: 0.199
<S²>: 8.767
LUMO energy (spin up / spin down) in eV: -7.63 / -7.77

Atom charges from the natural (NBO) analysis, given in e for atoms 1 to 2:
1. Fe 1.202
2. I 0.273


(5)
Below is C19H16BrN3O2 in the gas phase, with properties calculated with wB97M-V/def2-TZVPD.

```
! RIJCOSX wB97M-V def2-TZVPD def2/J DEFGRID3
* xyz 0 1
N -2.14 -1.87 2.16
C -2.46 -0.77 2.14
C -2.88 0.60 2.14
C -2.22 1.49 1.08
O -2.76 2.47 0.66
N -0.96 1.08 0.72
N -0.30 1.80 -0.19
C 0.85 1.52 -0.65
C 1.78 0.41 -0.37
C 3.14 0.74 -0.36
C 4.09 -0.22 -0.07
Br 5.93 0.27 -0.03
C 3.73 -1.53 0.21
C 2.39 -1.87 0.15
C 1.42 -0.92 -0.14
O 0.11 -1.34 -0.14
C -0.57 -1.30 -1.41
C -2.04 -1.35 -1.11
C -2.86 -0.34 -1.35
C -4.27 -0.25 -0.98
C -4.96 -1.31 -0.39
C -6.28 -1.16 -0.02
C -6.94 0.04 -0.21
C -6.26 1.10 -0.79
C -4.94 0.95 -1.17
H -3.96 0.65 1.99
H -2.65 1.04 3.12
H -0.62 0.16 1.03
H 1.23 2.27 -1.33
H 3.44 1.76 -0.56
H 4.48 -2.27 0.44
H 2.07 -2.88 0.35
H -0.26 -2.18 -1.99
H -0.31 -0.40 -1.96
H -2.36 -2.24 -0.59
H -2.48 0.55 -1.85
H -4.47 -2.26 -0.23
H -6.81 -1.99 0.44
H -7.97 0.16 0.09
H -6.76 2.05 -0.94
H -4.41 1.79 -1.61
*
```

Results
SMILES: N#CCC(=O)N/N=C\c1cc(Br)ccc1OC/C=C/c1ccccc1
Gap between HOMO and LUMO in eV: 8.8
LUMO energy in eV: 0.10

Atom charges from the natural (NBO) analysis, given in e for atoms 1 to 2:
1. N -0.316
2. C 0.286


(6)
Below is a molecular structure, C19H16BrNO3PRuSbSe4, with properties calculated with wB97M-V/def2-TZVPD.

```
! RIJCOSX wB97M-V def2-TZVPD def2/J DEFGRID3
* xyz -1 6
Ru 0.29 1.91 1.54
O 0.65 -0.70 4.83
C 0.28 -0.11 3.83
O 0.82 0.98 3.36
C -0.91 -0.66 3.02
P -0.54 -0.46 1.24
C -2.08 -0.79 0.33
C -3.24 -1.25 0.94
C -4.41 -1.37 0.21
C -4.44 -1.03 -1.13
C -3.28 -0.57 -1.75
C -2.11 -0.45 -1.02
C 0.54 -1.88 0.87
C 1.87 -1.79 1.30
C 2.75 -2.83 1.05
C 2.33 -3.96 0.36
C 1.01 -4.05 -0.07
C 0.12 -3.02 0.18
H -1.76 -0.01 3.22
H -1.14 -1.68 3.34
H -3.23 -1.51 1.99
H -5.31 -1.73 0.70
H -5.36 -1.11 -1.69
H -3.30 -0.29 -2.79
H -1.22 -0.08 -1.51
H 2.21 -0.91 1.82
H 3.78 -2.75 1.39
H 3.02 -4.77 0.16
H 0.68 -4.93 -0.61
H -0.91 -3.09 -0.16
O 3.80 1.67 -3.77
C 3.05 1.72 -2.65
C 1.67 1.86 -2.67
C 1.00 1.91 -1.47
N 1.61 1.82 -0.28
C 2.92 1.70 -0.29
Br 3.72 1.65 1.43
C 3.70 1.64 -1.43
H 3.24 1.80 -4.53
H 1.11 1.99 -3.59
H -0.08 2.05 -1.46
H 4.77 1.54 -1.37
Se -3.16 6.55 0.10
Sb -1.64 4.82 -0.47
Se -1.97 2.92 1.16
Se -1.55 3.95 -2.77
Se 0.70 5.29 -0.87
*
```

Results
Gap between HOMO and LUMO (spin up / spin down) in eV: 6.6 / 6.0
Relative energy (zero: lowest compared OMol25 entry of this formula, charge and spin) in eV: 0.000
<S²>: 8.776
LUMO energy (spin up / spin down) in eV: 1.98 / 1.20

Atom charges from the natural (NBO) analysis, given in e for atoms 1 to 2:
1. Ru 0.997
2. O -0.638


(7)
Below is a molecular structure, C19H16Cl5N5O4SSn, with properties calculated with wB97M-V/def2-TZVPD.

```
! RIJCOSX wB97M-V def2-TZVPD def2/J DEFGRID3
* xyz 0 1
Sn -2.02 0.84 0.31
Cl -0.82 -2.87 6.73
C -0.88 -1.81 5.37
C -1.96 -1.86 4.49
Cl -3.24 -2.98 4.75
C -2.00 -1.01 3.39
Cl -3.32 -1.09 2.25
C -0.99 -0.08 3.12
O -1.02 0.71 2.07
C 0.09 -0.05 4.02
Cl 1.35 1.07 3.69
C 0.14 -0.89 5.12
Cl 1.49 -0.82 6.19
C -1.78 -2.20 -0.64
N -1.08 -3.40 -1.08
C -0.33 -3.08 -2.30
N 0.65 -2.01 -2.09
C -0.07 -0.82 -1.65
N -0.84 -1.08 -0.38
C 0.15 -1.54 0.66
N 0.86 -2.73 0.22
C -0.12 -3.79 -0.04
C 1.57 -2.43 -1.03
H -2.33 -2.41 0.28
H -2.49 -1.89 -1.41
H -1.03 -2.78 -3.09
H 0.20 -3.98 -2.63
H -0.77 -0.50 -2.42
H 0.63 -0.01 -1.46
H -0.39 -1.77 1.57
H 0.85 -0.73 0.86
H -0.66 -4.01 0.88
H 0.41 -4.68 -0.37
H 2.10 -3.32 -1.36
H 2.29 -1.63 -0.85
O 1.60 2.37 0.68
C 0.90 2.64 -0.25
N -0.36 2.08 -0.55
S -1.03 2.75 -1.90
O -1.29 1.70 -2.86
O -2.14 3.59 -1.54
C 0.35 3.72 -2.34
C 0.53 4.48 -3.47
C 1.73 5.17 -3.57
C 2.70 5.08 -2.57
C 2.49 4.29 -1.44
C 1.29 3.61 -1.34
H -0.22 4.54 -4.25
H 1.92 5.78 -4.44
H 3.62 5.63 -2.67
H 3.23 4.20 -0.66
*
```

Results
Gap between HOMO and LUMO in eV: 8.8
Relative energy (zero: lowest compared OMol25 entry of this formula, charge and spin) in eV: 0.261
LUMO energy in eV: 0.10

Atom charges from the natural (NBO) analysis, given in e for atoms 1 to 2:
1. Sn 1.400
2. Cl 0.058


(8)
Below is a molecular structure, C19H16ClN3O3 in a non-equilibrium geometry, with properties calculated with wB97M-V/def2-TZVPD.

```
! RIJCOSX wB97M-V def2-TZVPD def2/J DEFGRID3
* xyz 0 1
N 1.07 0.20 -6.20
Cl -1.56 -7.46 2.07
C 1.20 0.85 -5.22
N 0.12 -3.00 0.03
O -1.40 -1.71 1.04
O 1.59 2.91 -0.03
O -0.76 0.90 2.03
C -0.24 -1.81 0.27
C -2.48 -4.91 2.53
C 2.21 2.45 -3.49
C -0.68 -5.14 0.93
C -2.66 -3.58 2.30
C 2.42 2.83 -2.17
C 0.60 0.70 -2.76
C -1.53 -5.73 1.79
C 1.26 1.37 -3.86
C -0.69 -3.73 0.82
C -1.68 -2.96 1.49
C 1.49 2.28 -1.22
C 0.62 1.23 -1.49
N 0.46 -0.81 -0.39
C -0.82 3.40 0.37
C 0.98 3.40 2.14
C 0.46 2.70 0.85
C 0.25 1.10 1.05
C -0.12 0.54 -0.40
H -1.09 0.00 1.89
H -3.19 -5.54 3.08
H 2.79 2.99 -4.25
H 0.13 -5.71 0.52
H -3.55 -3.08 2.59
H 3.19 3.64 -2.03
H -0.10 -0.05 -3.02
H 1.49 -0.93 -0.41
H -1.41 3.40 1.27
H -1.26 2.86 -0.46
H -0.70 4.43 0.07
H 1.23 4.48 2.02
H 0.35 3.45 2.98
H 1.98 2.90 2.33
H 1.20 0.67 1.51
H -1.17 0.49 -0.56
*
```

Results
Gap between HOMO and LUMO in eV: 8.6
Relative energy (zero: lowest compared OMol25 entry of this formula, charge and spin) in eV: 2.200
LUMO energy in eV: 0.12

Atom charges from the natural (NBO) analysis, given in e for atoms 1 to 2:
1. N -0.306
2. Cl 0.000